DFT (wB97M-V/def2-TZVPD) results for C12H14N2S in the gas phase in a non-equilibrium geometry.

Last column: Mulliken charge in e.
Cartesian coordinates (Å):
C (-0.448, 3.675, -1.072)  -0.81
C (2.714, -0.699, 1.937)  -0.95
C (0.218, 2.616, -0.398)  -0.58
C (1.933, -0.914, 0.763)  0.02
C (-1.325, 3.024, -1.901)  -0.55
C (2.041, 0.198, 2.700)  -0.44
C (-0.443, 1.407, -0.679)  -0.42
C (0.902, -0.054, 0.769)  -0.83
C (-0.981, -2.370, -0.392)  -0.58
C (-0.543, -1.058, -1.067)  -1.06
C (-1.522, -1.974, 0.972)  -0.47
C (-0.376, 0.094, -0.038)  2.07
N (-1.307, 1.661, -1.672)  0.01
N (0.949, 0.571, 1.995)  0.02
S (-1.952, -0.142, 0.983)  -0.17
H (-0.282, 4.783, -1.061)  0.34
H (3.642, -1.167, 2.288)  0.37
H (0.985, 2.691, 0.388)  0.50
H (2.102, -1.653, -0.047)  0.33
H (-2.145, 3.337, -2.497)  0.39
H (2.140, 0.479, 3.770)  0.37
H (-1.619, -2.883, -1.014)  0.49
H (-0.026, -2.959, -0.148)  0.19
H (0.469, -1.280, -1.584)  0.30
H (-1.348, -0.634, -1.718)  0.30
H (-2.526, -2.378, 1.329)  0.35
H (-0.629, -2.108, 1.728)  0.29
H (-1.952, 1.045, -2.138)  0.17
H (0.412, 1.450, 2.148)  0.36

Forces on atoms 1 to 3 (eV/Å):
C 0.266 0.195 -0.968
C 0.767 -0.909 0.608
C -0.211 -0.734 1.808

Computed properties:
Orbital gap (spin up / spin down), Ha: 0.186 / 0.198
Largest force on an atom, eV/A: 4.20
DFT total energy, Ha: -973.15447
Spin multiplicity: 3
LUMO level (spin up / spin down), eV: 0.7 / -2.5



DFT (wB97M-V/def2-TZVPD) results for 11 unconnected molecules or ions with the total composition C84H185N11O11 in a non-equilibrium geometry.

Last column: Mulliken charge in e.
Cartesian coordinates (Å):
C (-2.027, -5.691, 1.437)  -0.60
C (-3.482, -6.100, 1.264)  1.79
C (-3.594, -7.403, 2.051)  -1.88
C (-4.444, -5.011, 1.856)  -1.82
C (-4.512, -3.739, 1.046)  0.85
C (-4.882, -4.141, -0.389)  -1.27
C (-4.005, -5.234, -1.030)  2.19
C (-4.634, -5.685, -2.338)  -1.98
C (-2.561, -4.662, -1.466)  -1.53
N (-3.928, -6.340, -0.099)  0.22
O (-3.228, -7.473, -0.553)  -0.51
H (-1.345, -6.501, 1.154)  0.83
H (-1.688, -4.768, 0.955)  -0.34
H (-1.897, -5.519, 2.506)  -0.51
H (-3.065, -7.281, 3.015)  0.28
H (-4.645, -7.650, 2.200)  0.43
H (-3.083, -8.271, 1.524)  0.32
H (-5.289, -5.641, 1.798)  0.78
H (-4.130, -4.807, 2.905)  0.10
H (-5.240, -2.964, 1.379)  0.60
H (-3.588, -3.181, 0.891)  -0.67
H (-4.774, -3.365, -1.056)  -0.71
H (-5.844, -4.589, -0.267)  1.03
H (-4.598, -4.884, -3.074)  0.06
H (-5.662, -5.991, -2.112)  0.46
H (-4.123, -6.444, -2.752)  0.66
H (-1.877, -5.507, -1.277)  0.43
H (-2.112, -3.775, -0.977)  -0.05
H (-2.605, -4.418, -2.554)  0.36
H (-2.292, -7.331, -0.612)  0.42
C (-4.692, 5.640, 1.296)  -2.02
C (-4.312, 5.516, -0.183)  2.48
C (-4.172, 4.033, -0.512)  -0.92
C (-5.431, 6.064, -1.025)  -1.60
C (-5.142, 6.294, -2.515)  -0.13
C (-3.951, 7.252, -2.553)  -1.51
C (-2.725, 6.693, -1.746)  2.55
C (-2.151, 5.631, -2.593)  -0.98
C (-1.690, 7.757, -1.589)  -2.12
N (-3.132, 6.331, -0.419)  -0.25
O (-1.997, 5.751, 0.236)  0.46
H (-4.035, 5.065, 1.968)  0.25
H (-4.673, 6.631, 1.717)  0.49
H (-5.669, 5.183, 1.537)  0.42
H (-4.885, 3.478, 0.067)  0.94
H (-4.389, 3.761, -1.580)  -0.62
H (-3.181, 3.650, -0.348)  -0.30
H (-6.275, 5.427, -0.784)  0.46
H (-5.630, 7.118, -0.573)  0.22
H (-4.934, 5.349, -3.058)  0.02
H (-5.998, 6.741, -3.066)  0.43
H (-4.182, 8.256, -2.044)  0.32
H (-3.670, 7.579, -3.550)  0.40
H (-1.998, 5.900, -3.639)  0.73
H (-2.747, 4.716, -2.730)  -0.14
H (-1.128, 5.383, -2.299)  -0.67
H (-0.730, 7.457, -1.152)  -0.03
H (-2.079, 8.576, -1.002)  0.56
H (-1.352, 8.126, -2.575)  0.39
H (-1.677, 6.379, 0.911)  0.16
C (-5.653, -2.426, -5.332)  -1.97
C (-4.897, -1.367, -4.457)  2.25
C (-3.604, -1.917, -3.886)  -0.25
C (-4.598, -0.125, -5.278)  -1.73
C (-4.523, 1.224, -4.533)  0.36
C (-5.673, 1.344, -3.564)  -1.78
C (-5.829, 0.176, -2.600)  2.50
C (-4.608, 0.105, -1.685)  -1.18
C (-7.092, 0.422, -1.828)  -2.24
N (-5.991, -1.012, -3.401)  -0.40
O (-6.098, -2.103, -2.485)  -0.24
H (-5.689, -3.345, -4.830)  0.44
H (-6.667, -2.063, -5.475)  0.49
H (-5.094, -2.601, -6.283)  0.35
H (-3.052, -2.533, -4.661)  0.58
H (-2.862, -1.081, -3.754)  -0.38
H (-3.694, -2.467, -2.977)  -0.73
H (-3.740, -0.311, -5.915)  0.31
H (-5.451, -0.058, -5.968)  0.44
H (-3.523, 1.327, -4.045)  -0.45
H (-4.566, 1.980, -5.333)  0.74
H (-6.608, 1.474, -4.177)  0.36
H (-5.605, 2.328, -3.103)  0.49
H (-4.484, 1.127, -1.310)  0.15
H (-3.644, -0.232, -2.064)  -0.01
H (-4.906, -0.492, -0.820)  0.28
H (-7.107, 1.384, -1.279)  0.24
H (-7.369, -0.321, -1.106)  0.37
H (-7.877, 0.523, -2.574)  0.59
H (-6.914, -2.528, -2.758)  0.33
C (-3.036, 1.695, 6.154)  -1.25
C (-1.789, 2.190, 5.210)  0.72
C (-2.532, 2.671, 3.895)  -1.58
C (-1.127, 3.446, 5.738)  -0.59
C (-0.197, 3.197, 6.877)  -0.81
C (0.778, 2.111, 6.456)  -1.56
C (0.065, 0.794, 6.007)  1.73
C (1.161, -0.148, 5.423)  -1.38
C (-0.595, 0.048, 7.191)  -1.40
N (-0.779, 1.195, 4.962)  1.06
O (-1.403, 0.096, 4.302)  0.41
H (-3.826, 2.479, 6.051)  0.48
H (-3.364, 0.707, 5.753)  0.22
H (-2.793, 1.603, 7.219)  0.26
H (-3.366, 3.352, 4.266)  0.59
H (-1.900, 3.209, 3.236)  -0.05
H (-3.006, 1.758, 3.491)  0.40
H (-0.530, 3.919, 4.943)  -0.43
H (-1.999, 4.085, 6.017)  0.58
H (0.260, 4.144, 7.093)  0.52
H (-0.789, 2.877, 7.747)  0.36
H (1.342, 1.861, 7.381)  0.40
H (1.503, 2.451, 5.754)  0.33
H (1.915, -0.422, 6.113)  0.83
H (1.638, 0.353, 4.562)  -0.15
H (0.747, -1.103, 5.067)  -0.34
H (-0.986, 0.688, 7.926)  0.33
H (0.149, -0.641, 7.668)  0.46
H (-1.461, -0.558, 6.965)  0.05
H (-2.073, -0.311, 4.964)  -0.19
C (4.946, 7.062, 2.261)  -2.17
C (3.968, 6.005, 1.850)  2.02
C (4.202, 5.755, 0.374)  -1.38
C (4.358, 4.746, 2.704)  -2.02
C (3.256, 3.662, 2.557)  1.31
C (1.918, 4.208, 3.051)  0.01
C (1.459, 5.459, 2.228)  2.69
C (1.098, 5.055, 0.753)  0.96
C (0.416, 6.196, 2.952)  -2.49
N (2.625, 6.421, 2.252)  0.21
O (2.330, 7.659, 1.527)  -0.54
H (5.964, 6.686, 2.256)  0.43
H (4.864, 7.945, 1.597)  0.39
H (4.817, 7.384, 3.294)  0.49
H (3.768, 4.818, 0.032)  -0.12
H (3.721, 6.446, -0.288)  0.40
H (5.282, 5.671, 0.272)  0.51
H (5.272, 4.257, 2.316)  0.38
H (4.658, 5.122, 3.692)  0.29
H (3.317, 3.356, 1.527)  -0.49
H (3.466, 2.709, 3.199)  -0.48
H (1.856, 4.434, 4.141)  0.60
H (1.158, 3.441, 2.993)  -0.86
H (1.318, 5.719, -0.095)  0.28
H (0.003, 4.761, 0.785)  -0.99
H (1.674, 4.151, 0.552)  -1.04
H (0.076, 7.029, 2.299)  0.54
H (0.807, 6.474, 3.939)  0.55
H (-0.425, 5.592, 3.210)  0.21
H (2.173, 8.374, 2.228)  0.35
C (0.136, 1.117, -4.262)  -1.05
C (1.044, 2.358, -4.458)  2.46
C (1.362, 2.595, -5.928)  -2.07
C (0.520, 3.508, -3.691)  -0.82
C (1.423, 4.629, -3.491)  -1.19
C (2.648, 4.141, -2.717)  -0.67
C (3.434, 3.090, -3.417)  2.17
C (4.189, 3.539, -4.614)  -1.53
C (4.389, 2.425, -2.433)  -2.03
N (2.412, 1.972, -3.731)  0.50
O (3.070, 0.928, -4.453)  -0.26
H (-0.803, 1.400, -4.807)  0.54
H (0.600, 0.199, -4.634)  -0.24
H (-0.004, 1.027, -3.178)  -0.07
H (2.003, 3.448, -6.104)  0.36
H (1.812, 1.772, -6.468)  0.29
H (0.400, 2.808, -6.518)  0.39
H (-0.349, 3.862, -4.234)  0.97
H (0.238, 3.020, -2.812)  -0.77
H (1.673, 5.092, -4.419)  0.62
H (0.886, 5.416, -2.904)  0.35
H (2.278, 3.742, -1.742)  -0.81
H (3.292, 4.983, -2.485)  0.82
H (3.683, 4.276, -5.214)  0.42
H (4.383, 2.698, -5.311)  0.23
H (5.164, 3.967, -4.345)  0.53
H (3.906, 1.994, -1.563)  -0.23
H (5.192, 3.123, -2.137)  0.47
H (5.040, 1.713, -2.901)  0.53
H (3.546, 1.363, -5.163)  0.11
C (2.268, -6.358, -4.882)  -1.78
C (1.638, -5.346, -5.842)  1.70
C (1.223, -6.278, -6.969)  -1.98
C (0.322, -4.644, -5.263)  -1.28
C (0.835, -3.530, -4.388)  0.51
C (1.610, -2.525, -5.322)  0.00
C (2.906, -3.122, -5.817)  1.23
C (3.539, -2.214, -6.909)  -1.64
C (3.947, -3.308, -4.673)  -1.84
N (2.483, -4.361, -6.477)  0.13
O (3.753, -5.012, -6.742)  -0.51
H (1.423, -6.927, -4.448)  0.43
H (2.851, -7.014, -5.456)  0.43
H (2.893, -6.030, -4.106)  0.37
H (2.142, -6.883, -7.304)  0.42
H (0.424, -6.999, -6.774)  0.36
H (0.907, -5.708, -7.826)  0.46
H (-0.332, -4.305, -6.007)  0.57
H (-0.048, -5.463, -4.512)  0.19
H (0.008, -2.966, -3.914)  0.00
H (1.594, -3.925, -3.692)  0.00
H (1.865, -1.532, -4.910)  -0.85
H (1.021, -2.304, -6.240)  0.53
H (2.771, -1.857, -7.600)  0.40
H (4.198, -2.792, -7.593)  0.38
H (3.991, -1.330, -6.390)  0.16
H (4.171, -2.368, -4.276)  0.48
H (4.893, -3.571, -5.158)  0.44
H (3.679, -4.099, -3.999)  0.32
H (3.603, -5.313, -7.623)  0.40
C (2.386, -1.194, 0.790)  -1.82
C (1.422, -1.264, -0.378)  2.73
C (2.171, -1.623, -1.612)  -0.72
C (0.360, -2.378, -0.061)  -1.84
C (-0.679, -1.948, 1.041)  1.46
C (-1.272, -0.625, 0.678)  -0.66
C (-0.224, 0.477, 0.367)  1.02
C (-1.085, 1.625, -0.199)  -0.77
C (0.319, 0.963, 1.738)  2.73
N (0.766, 0.035, -0.672)  0.26
O (1.811, 1.023, -0.657)  1.50
H (3.032, -2.089, 0.688)  0.60
H (3.130, -0.372, 0.690)  -0.43
H (2.017, -1.225, 1.789)  0.46
H (2.536, -2.698, -1.561)  0.49
H (1.431, -1.504, -2.459)  -0.57
H (2.950, -0.881, -1.887)  0.11
H (-0.212, -2.512, -0.944)  -0.26
H (0.973, -3.268, 0.161)  0.85
H (-1.490, -2.669, 1.087)  -0.78
H (-0.173, -1.889, 2.033)  -0.53
H (-1.749, -0.267, 1.560)  0.09
H (-1.973, -0.649, -0.175)  0.10
H (-1.495, 1.237, -1.201)  -0.32
H (-0.550, 2.522, -0.391)  -0.35
H (-1.932, 1.813, 0.520)  0.47
H (0.255, 0.039, 2.378)  -1.61
H (-0.303, 1.809, 2.109)  -0.84
H (1.320, 1.334, 1.622)  -0.56
H (1.838, 1.290, -1.614)  -0.99
C (7.468, -1.096, -0.175)  -0.48
O (7.803, -0.146, 0.833)  -0.50
C (6.708, 0.518, 1.345)  -0.10
C (5.990, -0.300, 2.436)  1.58
C (4.955, 0.511, 3.243)  -0.76
N (6.925, -1.009, 3.343)  -0.66
H (8.282, -1.743, -0.261)  0.36
H (7.250, -0.737, -1.185)  0.25
H (6.545, -1.732, 0.136)  0.08
H (7.116, 1.502, 1.651)  0.27
H (5.910, 0.708, 0.579)  0.03
H (5.368, -1.114, 1.947)  -0.73
H (4.121, 0.940, 2.652)  -0.56
H (5.462, 1.391, 3.668)  0.61
H (4.438, -0.078, 4.025)  0.34
H (6.781, -0.717, 4.282)  0.26
H (7.827, -0.720, 3.167)  0.24
C (0.141, -5.801, 4.569)  -0.58
O (-1.023, -5.261, 5.269)  -0.50
C (-1.306, -3.939, 4.919)  1.31
C (-2.358, -3.442, 5.866)  0.84
C (-1.949, -3.628, 7.296)  -1.77
N (-3.726, -4.078, 5.489)  -0.66
H (-0.029, -5.809, 3.501)  0.17
H (0.400, -6.798, 4.931)  0.34
H (0.964, -5.081, 4.677)  0.27
H (-0.390, -3.289, 4.957)  -0.19
H (-1.754, -3.950, 3.920)  -0.28
H (-2.585, -2.408, 5.728)  -0.43
H (-2.613, -3.298, 8.082)  0.42
H (-1.022, -3.095, 7.432)  0.36
H (-1.731, -4.680, 7.523)  0.33
H (-4.519, -3.720, 5.962)  0.24
H (-3.704, -5.038, 5.807)  0.23
C (5.667, -5.827, 1.258)  -0.52
O (5.742, -6.280, 2.626)  -0.42
C (6.113, -5.315, 3.658)  -0.92
C (4.922, -5.004, 4.569)  0.39
C (3.836, -4.275, 3.781)  -0.62
N (5.489, -4.203, 5.671)  -0.77
H (5.872, -4.781, 0.987)  0.17
H (4.656, -6.141, 1.014)  0.23
H (6.358, -6.478, 0.684)  0.28
H (6.851, -5.792, 4.235)  0.46
H (6.465, -4.410, 3.220)  0.28
H (4.399, -5.921, 4.929)  0.36
H (4.248, -3.615, 2.995)  -0.01
H (3.083, -3.687, 4.323)  0.26
H (3.279, -5.142, 3.391)  0.28
H (4.831, -4.133, 6.448)  0.30
H (5.570, -3.238, 5.376)  0.22

Forces on atoms 1 to 3 (eV/Å):
C 0.760 0.532 0.052
C 0.414 1.119 0.387
C 0.501 -0.876 0.076

Computed properties:
Orbital gap, Ha: 0.324
Energy above the lowest of the compared OMol25 structures with the same formula, charge and spin, eV: 4.595
Largest force on an atom, eV/A: 5.02
DFT total energy, Ha: -4740.91251
Spin multiplicity: 1
LUMO level, eV: 0.4